Entry 1:
C12H11AsN4O6S3Tl as an isolated structure, computed with the ωB97M-V functional and the def2-TZVPD basis.

```
38
Properties=species:S:1:pos:R:3:forces:R:3:lowdin_charge:R:1
O -0.150895 3.802009 -1.221839 0.0 0.0 0.0 -0.23
C 0.715913 3.405927 3.837867 0.0 0.0 0.0 -0.05
C 0.663129 1.801188 2.042060 0.1 0.1 0.0 -0.33
O -1.333697 1.753007 -0.509507 0.0 0.1 0.0 -0.37
H 2.226290 -2.237706 2.151216 -0.1 0.0 -0.1 0.04
H 0.738485 -4.770375 -2.821039 0.0 0.0 0.0 0.09
O -0.983262 -1.249388 1.264533 0.2 0.1 0.0 -0.59
C 2.233695 -1.769036 -1.831644 0.1 0.1 0.1 -0.66
H 0.874260 3.616746 4.887213 0.0 0.0 0.0 0.12
C 0.393380 4.434035 2.966888 0.0 0.0 0.0 -0.06
H -0.054609 4.928197 0.921144 0.0 0.0 0.0 0.12
C 0.235484 -2.797237 -2.028089 -0.1 0.1 -0.1 -0.31
O 0.855071 0.525275 1.585929 -0.2 0.0 -0.1 -0.37
S -3.742585 -3.091895 -1.981641 0.0 0.0 -0.1 1.13
C 0.323629 2.844024 1.164139 0.0 0.1 0.1 -0.20
H -4.860614 -0.535094 -1.293733 0.0 0.0 0.0 0.12
N 3.102685 -0.791033 -1.556670 0.0 0.0 0.0 0.16
C 0.858854 2.104671 3.382022 0.0 0.0 0.0 -0.02
N -1.789527 -1.489312 -1.669740 0.1 -0.1 0.0 -0.01
S -0.053679 2.565904 -0.529982 0.0 0.1 -0.1 0.57
H -1.969276 -4.745346 -2.394170 0.0 0.0 0.0 0.09
Tl -0.316443 -0.223995 -0.496066 -0.1 -0.6 0.2 1.06
N -3.865042 -0.453382 -1.394246 0.0 -0.1 0.1 0.15
C -1.233264 -2.733803 -1.954927 0.1 0.1 -0.1 -0.32
C -3.103833 -1.527436 -1.640441 0.0 0.1 0.0 -0.65
C 1.021953 -3.795667 -2.462403 0.1 -0.1 0.1 -0.30
O 1.479707 -1.988355 1.590077 0.0 -0.1 0.1 -0.36
H 1.142302 1.315289 4.066267 0.0 0.0 0.0 0.11
H -3.432615 0.425861 -1.153990 0.0 0.0 0.0 0.10
As 0.229923 -1.060008 2.454124 0.0 0.2 -0.1 1.20
C 0.198100 4.149517 1.626971 0.0 -0.1 0.0 -0.03
N 0.934314 -1.645745 -1.671775 -0.2 -0.1 0.0 -0.01
S 2.688791 -3.327743 -2.409319 0.0 0.0 -0.1 1.13
C -2.135984 -3.708362 -2.157643 0.0 -0.1 0.0 -0.31
H 2.761811 0.124055 -1.297164 0.0 0.0 0.0 0.10
H 0.297295 5.448636 3.325801 0.0 0.0 0.0 0.12
O 0.966947 1.599578 -1.051254 0.1 0.0 0.0 -0.36
H 4.083300 -0.903002 -1.738984 0.0 0.0 0.0 0.12
```
Forces are in eV/Å.

The LUMO energy comes out at -3.381 eV. The calculation puts the highest occupied orbital energy at -11.432 eV. The charge is +1. The orbital gap is 8.05 eV.

***

Entry 2:
One molecule with the formula C4H8N2S, computed with the ωB97M-V functional and the def2-TZVPD basis.

```
15
Properties=species:S:1:pos:R:3:forces:R:3:lowdin_charge:R:1
H -3.425973 0.648920 -0.013986 0.2 0.2 0.0 -0.16
C 0.489124 -1.085298 -0.065068 -1.5 0.3 -0.7 -0.18
H 3.272074 0.585379 -0.022917 -0.6 -0.3 -0.3 0.11
H 1.470092 1.542636 1.168556 -0.1 -0.1 -0.3 0.12
H 1.210713 2.136166 -0.498858 0.1 -0.5 0.2 0.12
C 0.044692 0.374535 0.047390 1.8 -0.7 -0.5 -0.44
C 1.928836 -1.042824 0.198678 2.9 1.0 0.0 -0.22
C 1.317804 1.221973 0.114311 -0.6 0.6 0.1 -0.18
H 2.481521 -1.811513 -0.354785 -0.1 0.1 0.3 0.11
H -0.126051 -1.705721 0.591375 0.2 -0.2 -0.2 0.10
N 2.342878 0.314701 -0.368676 0.2 -0.9 0.5 -0.07
N -1.095346 0.867697 0.008161 -2.1 0.3 0.3 -0.29
S -2.434426 -0.249609 -0.015350 0.6 0.1 -0.1 0.71
H 2.241648 -1.082551 1.257494 -0.4 -0.2 -0.2 0.12
H 0.411341 -1.406670 -1.129546 -0.6 0.2 0.7 0.14
```
Forces are in eV/Å.

The LUMO energy comes out at 0.924 eV. The calculation puts the highest occupied orbital energy at -8.854 eV. The calculation puts the energy above the lowest of the compared OMol25 structures with the same formula, charge and spin at 37.9 kcal per mole. As for the SMILES: S/N=C1\CCNC1. The charge is 0. The orbital gap is 9.78 eV.

***

Entry 3:
C22H57F6HfN3O17S2 as an isolated structure, computed with the ωB97M-V functional and the def2-TZVPD basis.

```
108
Properties=species:S:1:pos:R:3:forces:R:3:lowdin_charge:R:1
O 3.535699 -2.241136 -2.545442 -0.2 0.6 0.8 -0.17
C 1.299333 3.109401 -4.984245 -0.4 0.0 -0.1 -0.03
H -0.924377 -4.022590 -0.557980 0.0 0.4 0.0 0.13
H -2.757216 1.711652 -6.146796 -0.3 -0.1 -0.1 0.12
O 1.851881 1.510029 0.373209 0.2 0.5 0.5 -0.23
C -1.875745 2.120284 5.177175 -0.1 1.3 0.2 -0.25
H -2.123549 1.799711 7.908238 -0.4 -0.2 0.3 0.08
H 1.439316 3.514956 0.080165 0.0 0.1 0.0 0.10
H -2.878283 -4.675643 4.482934 0.3 0.0 0.2 0.09
C 2.305879 6.216564 -3.465653 -0.5 -0.1 0.9 -0.09
H -1.428109 -0.823179 7.703762 0.5 0.3 -0.4 0.10
H -3.541519 2.577744 -4.833876 0.2 0.1 0.3 0.13
C 3.869997 -1.112561 -3.464435 -0.1 -0.1 0.3 -0.09
H 2.239495 6.548044 -2.417451 0.0 0.0 0.0 0.09
H -2.562333 -1.018367 6.310020 0.1 0.3 0.0 0.10
H 0.168947 -3.439559 5.126344 0.0 0.0 -0.3 0.13
C 0.994290 -4.961879 -0.786286 -0.9 -0.8 1.7 -0.14
N -0.882238 -2.316958 3.052968 0.0 0.9 0.0 0.05
H -2.772143 1.668650 4.747413 0.1 -0.3 0.0 0.13
H 4.054567 -1.530679 -4.452837 -0.3 0.0 0.0 0.15
H 2.990946 -0.300574 3.972919 0.1 0.3 -0.1 0.10
H 2.562254 7.101378 -4.039128 0.2 -0.3 -0.3 0.10
F -2.254249 -3.201003 -4.910611 -0.3 0.0 -0.5 0.22
C 1.920247 -0.152154 3.786497 0.7 -0.1 -0.9 -0.01
H 0.058540 2.438829 -2.039518 0.4 0.2 -0.1 0.07
C 1.634663 0.030631 2.279601 -0.3 0.7 0.5 -0.36
H -0.403806 -4.871495 0.865786 0.3 0.0 0.1 0.14
C -1.604874 -3.259030 -3.793716 1.5 0.4 1.0 -0.68
H -0.529769 4.551517 -3.320501 0.0 0.2 0.0 0.14
C 2.696242 -0.162811 -3.476438 0.5 0.8 -0.9 -0.19
H -1.392471 3.435573 6.817353 0.2 -0.2 -0.1 0.12
H -1.461847 -5.092925 3.583624 0.2 0.2 -0.4 0.08
O -0.381770 -0.866824 -4.362875 -0.1 -1.0 1.1 -0.27
H -2.973740 -4.275715 2.898562 0.7 0.0 -0.6 0.08
H 1.685931 2.230240 2.374082 -0.7 -0.2 -0.2 0.15
F -1.146016 -4.490186 -3.554490 -0.1 -0.4 -0.2 0.14
H 1.908901 -0.465043 -4.166287 -0.1 -0.4 0.4 0.10
H 3.061446 0.769623 -3.915463 0.1 0.1 0.2 0.14
O -1.987956 -0.292377 -1.615187 1.4 0.8 0.7 -0.25
F -2.875412 1.637519 0.330282 -0.5 0.3 -0.1 0.21
C -3.019090 1.656593 -5.084198 0.4 -0.6 -0.8 -0.19
H 1.506596 2.053132 -5.166024 0.5 0.1 -0.3 0.07
C -1.718889 -2.927936 4.101135 0.8 -1.6 -0.2 -0.38
H -0.695833 -1.429137 3.533329 0.7 0.1 -0.6 0.08
H -1.340364 0.718732 -4.465633 -0.7 0.2 -0.2 0.03
N 2.378052 -1.085203 1.540371 1.0 -0.1 0.1 -0.02
H 2.560930 2.790176 -1.097353 -0.2 -0.2 0.0 0.07
O 0.441210 -2.980891 0.624521 1.0 -1.2 -1.0 -0.20
O -0.658790 -1.847080 6.036294 0.7 0.6 -0.1 -0.20
H -1.482583 2.856369 4.469737 0.0 -0.2 -0.3 0.11
C -2.266213 2.934521 6.390929 -0.5 -0.2 0.7 -0.23
S -0.044140 -2.193905 -3.877241 0.8 0.5 -2.0 0.59
O 2.199820 0.110311 -2.156834 1.6 -2.5 1.1 -0.20
H -1.426673 -1.993760 2.248433 -0.6 0.0 0.4 0.04
F -1.163339 1.462105 1.609258 0.3 0.4 0.5 0.15
F -0.978883 2.445084 -0.312209 0.2 0.6 -0.1 0.17
H 0.571576 -0.155899 2.161025 0.0 0.1 -0.5 0.11
H 3.136234 3.202485 0.490691 0.0 -0.2 0.3 0.10
C 0.539299 4.658617 -3.142077 1.2 0.5 0.1 -0.18
H 3.156040 1.478397 1.884167 0.0 -0.1 0.5 0.14
H 1.423028 -5.702251 -0.106884 0.6 0.0 -0.3 0.14
N 0.594988 2.181866 -2.868420 0.0 -0.3 0.7 0.08
C 1.260525 3.336026 -3.473901 0.0 1.1 -0.4 -0.41
O 0.482753 -2.260146 -2.471659 0.8 0.5 2.2 -0.43
H -1.299054 -3.798553 6.033097 0.0 0.0 0.0 0.13
O 1.044288 5.752481 -3.889503 -0.6 -0.2 -0.7 -0.18
H 2.676957 -4.669665 -1.680747 0.1 0.4 -0.2 0.14
C -3.962437 0.477412 -4.825368 0.4 0.7 -0.4 -0.23
H -0.143095 -2.888708 1.442954 0.9 1.1 0.3 0.08
O -1.793967 -1.185064 0.612387 0.5 1.1 -0.1 -0.30
H 2.300461 -1.743211 2.327415 -0.2 -1.0 -1.0 0.10
C 2.060173 1.393525 1.779020 1.3 -0.4 -0.6 -0.18
H 0.776890 4.949752 -2.108820 -0.6 -0.5 0.4 0.11
H 1.449830 -1.085777 4.096475 -0.4 0.3 0.5 0.07
H 2.271758 3.449685 -3.061372 0.0 -0.3 -0.2 0.11
H -2.142856 -2.343033 7.361264 0.0 0.0 0.0 0.10
C -2.215365 -4.314914 3.684447 -1.6 0.3 1.0 -0.05
H -3.381044 -0.451452 -4.817785 0.0 -0.1 0.1 0.11
H 0.519107 -5.495883 -1.606793 0.0 0.3 -0.2 0.14
H 1.685235 0.994797 -2.174623 -1.2 0.3 -0.6 0.08
O -2.880864 2.085619 7.385010 0.8 0.4 -0.3 -0.06
H -4.113301 0.484879 -2.930977 -0.2 0.1 0.2 0.06
H 3.369020 -0.843490 1.688717 -0.1 0.3 -0.3 0.11
O 2.019972 -4.083335 -1.277331 0.6 0.8 0.7 -0.16
H 4.201319 -2.921111 -2.727794 -0.3 -0.2 0.3 0.14
C 2.266995 2.817282 -0.047440 -0.1 0.1 -0.4 -0.06
H -2.961010 3.745642 6.169291 -0.2 -0.2 -0.3 0.12
H -4.633843 0.413204 -5.682789 -0.2 0.0 0.2 0.13
S -1.256870 -0.243213 -0.366397 -3.0 -2.0 -0.6 0.60
O 0.885334 -2.892509 -4.734663 -0.4 -0.1 0.3 -0.27
H 0.320145 3.262444 -5.450705 -0.2 0.0 0.4 0.10
O -0.824271 1.228064 5.475946 0.4 -0.4 -0.4 -0.07
O -4.729105 0.661025 -3.651810 0.4 -0.4 0.0 -0.04
F -2.344830 -2.909305 -2.761496 -0.4 0.3 0.0 0.17
Hf 2.046204 -1.782845 -0.785824 -6.7 1.6 -2.2 2.20
C -1.582362 1.492976 0.354466 0.3 -2.1 -0.1 -0.67
C -0.832640 -3.075446 5.355891 -0.9 0.2 0.3 -0.19
H -1.142314 0.387245 5.825148 -0.1 0.3 -0.1 0.03
H 3.046647 5.412834 -3.494337 0.3 0.3 -0.4 0.08
H 1.607658 0.736192 4.328922 -0.4 -0.3 0.3 0.10
O -1.765576 1.593186 -4.391442 0.0 0.1 0.7 -0.12
H -0.164696 1.976603 -3.523297 0.0 -0.5 0.1 0.06
H 4.822092 -0.729031 -3.097748 -0.2 0.4 0.1 0.14
H 1.935356 3.808096 -5.523690 0.4 -0.3 0.2 0.09
C -1.727074 -1.454284 6.868750 -1.0 -1.3 0.4 -0.10
C -0.050799 -4.223996 0.064644 -0.6 0.2 -1.2 -0.15
O 0.212737 -0.443581 -0.457692 2.6 -0.3 -0.2 -0.44
H -2.548214 -2.252401 4.327426 -0.2 -0.3 0.1 0.15
```
Forces are in eV/Å.

The LUMO energy comes out at -8.278 eV. The calculation puts the highest occupied orbital energy at -13.190 eV. The charge is +2. The orbital gap is 4.91 eV.

***

Entry 4:
An isolated ion of composition C4H4BrN2S2 and charge +1, computed with the ωB97M-V functional and the def2-TZVPD basis.

```
13
Properties=species:S:1:pos:R:3:forces:R:3:lowdin_charge:R:1
S 0.487681 1.143682 2.849129 -0.3 -0.3 -0.7 0.82
S -1.254371 -2.830496 1.488120 -0.1 -0.7 0.0 0.96
C -0.923288 -1.598704 0.639099 -0.1 2.4 0.6 -0.71
C -1.653821 0.428173 1.321330 0.3 -2.6 -1.7 -0.53
C -0.322400 0.806445 1.460649 1.0 1.4 1.8 -0.96
H 0.486978 0.224521 -1.736809 0.8 0.4 -0.6 0.17
Br -2.567169 0.829675 -0.319573 -0.8 0.3 1.0 0.84
H 0.803676 1.835922 -0.176673 -1.4 -1.8 1.8 0.24
N -0.270213 -1.198414 -0.490990 0.4 1.4 0.1 0.03
H -2.096152 0.194123 2.259718 -1.2 -0.1 0.2 0.08
C 0.212544 0.055427 -0.727677 -1.1 -1.1 2.0 -0.11
H 0.127807 -1.793783 -1.173662 -0.2 -1.7 -0.6 0.16
N 0.302358 0.939787 0.215583 2.8 2.3 -4.0 0.03
```
Forces are in eV/Å.

The LUMO energy (spin up / spin down) comes out at -6.116 / -6.090 eV. The calculation puts the highest occupied orbital energy (spin up / spin down) at -12.281 / -12.332 eV. The calculation puts the energy above the lowest of the compared OMol25 structures with the same formula, charge and spin at 0.0 kcal per mole. The charge is +1. The orbital gap (spin up / spin down) is 6.17 / 6.24 eV.

***

| no. | F_max (hartree/bohr) |
| --- | --- |
| 1 | 0.0115 |
| 2 | 0.0592 |
| 3 | 0.1404 |
| 4 | 0.1048 |